The following is a DFT calculation (ωB97M-V/def2-TZVPD) of a molecular structure, C36H39N3O3PdTe at a distorted geometry.

```
83
Properties=species:S:1:pos:R:3:forces:R:3
Pd -1.4876 -1.7523 0.2876 -0.5 -1.4 0.3
O -1.6968 -2.0477 2.4989 1.0 0.8 -1.4
C -2.7709 -2.4413 3.0435 -0.8 -0.4 0.1
C -2.9354 -2.2254 4.4504 0.3 0.0 -0.1
C -4.0643 -2.5862 5.1284 -0.1 0.0 -0.1
C -5.1323 -3.1929 4.4584 -0.3 -0.1 0.1
C -5.0113 -3.4354 3.1138 0.1 0.0 -0.1
C -3.8636 -3.1015 2.3749 0.2 0.5 0.8
C -3.8636 -3.4708 0.9950 0.1 -0.5 -1.0
N -2.8798 -3.4590 0.1721 -1.0 0.1 0.8
C -3.0744 -3.9500 -1.1703 -0.1 -0.2 -0.4
C -1.9726 -3.3738 -2.0812 -0.1 -0.7 -0.1
N -1.9950 -1.9669 -1.8362 1.4 0.6 0.5
C -2.1830 -1.0673 -2.7316 -0.2 -0.2 0.2
C -2.6158 0.2489 -2.3917 0.3 0.3 0.3
C -2.5794 1.2783 -3.3413 0.0 0.0 0.0
C -2.9969 2.5521 -3.0453 0.2 0.0 -0.5
C -3.4862 2.8215 -1.7631 0.0 -0.1 0.3
C -3.5629 1.8379 -0.8142 -0.3 0.3 -0.1
C -3.1577 0.4949 -1.0740 -0.1 -0.5 0.1
O -3.3010 -0.4034 -0.1844 -0.3 0.6 -0.1
H -2.1066 -1.7590 4.9652 0.1 0.1 0.0
H -4.1402 -2.3978 6.1931 0.0 0.0 0.0
H -6.0288 -3.4720 4.9965 0.0 0.0 0.0
H -5.8173 -3.9319 2.5873 -0.1 0.0 -0.1
H -4.8397 -3.8441 0.6401 0.1 -0.1 0.0
H -3.0163 -5.0443 -1.1559 0.0 0.0 -0.1
H -4.0639 -3.6511 -1.5562 0.2 -0.1 0.0
H -1.0073 -3.7955 -1.7751 -0.2 0.1 0.0
H -2.1678 -3.6206 -3.1370 0.0 0.1 0.1
H -2.0561 -1.3100 -3.8004 -0.3 -0.2 0.2
H -2.2056 1.0375 -4.3291 0.1 0.1 -0.1
H -2.9326 3.3384 -3.7846 0.0 0.0 -0.1
H -3.7977 3.8268 -1.5131 0.0 0.1 0.0
H -3.9429 2.0531 0.1755 0.0 0.0 0.1
C 2.3602 -3.5199 0.8653 -0.3 0.0 0.0
C 0.9086 -3.1058 0.6149 0.3 -2.0 -0.4
O 0.0273 -3.9657 0.4093 0.9 -0.2 0.2
N 0.6547 -1.8241 0.6421 -1.2 1.3 -0.1
Te 1.1261 -0.3232 -0.8452 0.7 1.1 -0.3
C 2.4675 1.2035 -1.9858 0.1 -0.5 0.2
C 3.6839 0.8578 -2.5737 -0.1 -0.3 0.1
C 4.2366 -0.5406 -2.5258 -0.2 0.0 0.1
C 4.4483 1.8105 -3.2416 0.0 0.2 0.0
C 4.0294 3.1222 -3.3535 0.1 -0.1 0.0
C 4.8476 4.1488 -4.0829 -0.1 0.0 0.0
C 2.8137 3.4647 -2.7807 0.1 0.0 0.0
C 2.0409 2.5297 -2.1108 -0.3 0.0 0.1
C 0.7280 2.9547 -1.5294 0.0 0.1 0.0
C 1.4744 0.8060 0.9417 0.0 0.1 0.1
C 2.7435 0.9535 1.4908 0.0 -0.1 -0.2
C 3.9538 0.3616 0.8410 0.0 0.0 -0.1
C 2.8994 1.6470 2.6881 -0.1 0.1 0.1
C 1.8133 2.1595 3.3762 0.0 0.0 0.0
C 1.9588 2.8881 4.6826 0.0 0.0 -0.1
C 0.5495 1.9616 2.8397 0.2 0.0 0.0
C 0.3663 1.2929 1.6394 -0.2 0.1 0.0
C -1.0166 1.0760 1.1415 -0.2 -0.4 0.0
H 2.3941 -4.5441 1.2291 0.0 0.0 -0.1
H 2.8178 -2.8489 1.5889 0.1 0.0 0.0
H 2.9145 -3.4471 -0.0725 0.0 0.0 0.0
H 3.5059 -1.2226 -2.0924 0.2 -0.1 0.0
H 5.1482 -0.5651 -1.9292 0.1 -0.1 0.1
H 4.4859 -0.8818 -3.5290 0.0 -0.1 -0.1
H 5.3890 1.5094 -3.6865 0.1 0.0 -0.1
H 5.7804 3.7191 -4.4408 0.1 0.0 -0.1
H 5.0848 4.9854 -3.4268 0.0 0.1 0.0
H 4.2948 4.5418 -4.9364 0.0 0.1 -0.1
H 2.4617 4.4845 -2.8696 -0.1 0.1 0.0
H 0.4482 3.9427 -1.8862 -0.1 0.1 0.0
H 0.7905 2.9810 -0.4424 -0.1 0.0 0.1
H -0.0553 2.2512 -1.8124 -0.2 0.0 0.1
H 3.6367 -0.4132 0.1446 0.3 -0.1 0.0
H 4.6216 -0.0743 1.5816 0.0 0.0 0.1
H 4.5015 1.1206 0.2842 0.1 0.0 -0.1
H 3.8972 1.7795 3.0884 0.1 0.0 0.1
H 2.9895 2.8752 5.0286 0.1 0.0 0.1
H 1.3325 2.4254 5.4454 0.0 0.0 0.1
H 1.6375 3.9253 4.5776 0.0 0.1 0.1
H -0.3168 2.3287 3.3772 -0.1 0.0 0.0
H -1.7553 1.4782 1.8328 -0.1 0.0 0.0
H -1.2016 -0.0266 1.0461 0.1 1.6 0.4
H -1.1663 1.5289 0.1582 0.0 -0.1 0.1
```
Forces are in eV/Å.

* orbital gap (spin up / spin down): 6.496 / 5.513 eV
* spin multiplicity: 2
* net charge: -1
* energy above the lowest of the compared OMol25 structures with the same formula, charge and spin: 290.25 kJ/mol
* DFT total energy: -2181.02035 hartree